No. 1
15
Properties=species:S:1:pos:R:3:forces:R:3:nbo_charge:R:1 method="wB97M-V/def2-TZVPD" smiles=NCNCC[S-] total_charge=-1 max_force_ev_per_a=0.6 e_tot_ha=-627.41216 homo_lumo_gap_ha=0.2146 homo_ev=-2.24 e_above_lowest_ev=0.7716
N -0.65771 0.58831 2.18927 0.1 0.0 0.4 -0.8412
C 0.29943 0.73996 1.09179 0.1 -0.4 -0.1 -0.0385
N 0.53270 -0.56938 0.47782 0.0 0.3 0.6 -0.6592
C 0.69920 -0.50684 -0.99324 0.0 0.1 0.4 -0.2361
C -0.58852 -0.62849 -1.78771 0.0 0.3 -0.6 -0.5421
S -0.42387 0.07483 -3.47488 0.0 -0.1 0.1 -0.7349
H -0.26402 -0.04758 2.87867 0.0 -0.1 -0.1 0.3406
H -0.73645 1.46848 2.68891 -0.1 0.1 -0.1 0.3447
H -0.13004 1.44188 0.37179 0.0 0.1 0.0 0.1662
H 1.25674 1.14378 1.45794 0.0 0.0 -0.2 0.1330
H -0.27122 -1.13003 0.74439 0.0 -0.1 -0.4 0.3496
H 1.42510 -1.26597 -1.29201 0.0 0.1 -0.1 0.1804
H 1.12369 0.47253 -1.22344 0.2 -0.1 0.0 0.1913
H -1.38463 -0.10822 -1.25078 -0.1 0.1 0.1 0.1715
H -0.88041 -1.67324 -1.87851 -0.1 -0.2 0.2 0.1748

=====

No. 2
15
Properties=species:S:1:pos:R:3:forces:R:3:nbo_charge:R:1 method="wB97M-V/def2-TZVPD" smiles="C=NNCCN" max_force_ev_per_a=2.9 e_tot_ha=-283.89522 homo_lumo_gap_ha=0.3587 homo_ev=-8.72 e_above_lowest_ev=2.3917
C 2.60754 -0.51049 0.13149 -0.8 1.1 -0.8 -0.1837
N 1.32368 -0.49910 0.30943 1.8 0.8 -0.6 -0.2242
N 0.63314 0.33968 -0.51010 -0.2 1.1 -0.8 -0.4589
C -0.56969 0.97729 0.05386 0.8 1.2 -0.6 -0.2356
C -1.50670 -0.06572 0.57371 -0.8 -0.5 1.8 -0.2377
N -1.72973 -1.21477 -0.31575 -1.5 1.1 -0.9 -0.8415
H 3.11742 0.23808 -0.67016 -0.9 -1.9 1.9 0.1451
H 3.14855 -1.20707 0.77946 0.2 0.4 -0.6 0.2006
H 1.21213 1.00002 -1.07127 -0.4 -0.7 0.7 0.3409
H -0.30381 1.70775 0.85572 -0.1 -0.5 -0.2 0.1796
H -1.06349 1.62441 -0.74601 0.7 -1.1 0.6 0.1941
H -1.16004 -0.45237 1.59025 -0.2 0.5 -1.4 0.1990
H -2.45833 0.50382 0.81067 0.7 -1.1 -0.4 0.1951
H -2.39653 -0.87018 -1.06975 1.5 -1.0 1.0 0.3506
H -0.85414 -1.57136 -0.72154 -0.7 0.6 0.2 0.3769

=====

No. 3
15
Properties=species:S:1:pos:R:3:forces:R:3:nbo_charge:R:1 method="wB97M-V/def2-TZVPD" smiles="CN(C)/C=N/N" max_force_ev_per_a=4.9 e_tot_ha=-283.83395 homo_lumo_gap_ha=0.3402 homo_ev=-8.29 e_above_lowest_ev=4.0588
C -0.69266 -0.90979 -1.18287 -2.9 -0.9 -0.8 -0.4262
N 0.28984 -0.08587 -0.62477 1.4 1.7 -0.7 -0.4726
C 1.61531 -0.28091 -1.12190 3.7 -0.4 -0.6 -0.4183
C 0.05277 0.63820 0.50753 0.8 -0.7 0.7 0.2724
N -1.00748 0.38845 1.17448 -0.1 0.8 1.8 -0.3977
N -1.05400 1.19645 2.42942 -4.3 0.0 1.1 -0.7025
H -0.46719 -2.03524 -0.97849 -0.6 1.8 -0.5 0.1894
H -1.66099 -0.55998 -0.61573 1.5 -1.3 -1.4 0.2592
H -0.80909 -0.70103 -2.34911 0.3 -0.6 2.4 0.1932
H 2.20563 -0.98097 -0.32060 -1.0 1.5 -2.1 0.1876
H 1.58801 -0.83241 -2.17450 0.0 1.1 2.4 0.2231
H 2.35926 0.71242 -1.33090 -2.4 -2.4 0.8 0.2105
H 0.89166 1.29334 0.86472 -0.9 -0.5 -0.4 0.1836
H -1.09548 0.50772 3.34051 -0.1 1.8 -3.2 0.3558
H -2.21560 1.64962 2.38221 4.5 -1.9 0.5 0.3426

=====

No. 4
15
Properties=species:S:1:pos:R:3:forces:R:3:nbo_charge:R:1 method="wB97M-V/def2-TZVPD" max_force_ev_per_a=8.5 e_tot_ha=-283.86438 homo_lumo_gap_ha=0.3313 homo_ev=-8.11 e_above_lowest_ev=3.2308
C 1.51940 -0.89655 -1.65762 0.3 2.8 1.4 -0.5025
N 0.85142 0.35829 -0.51812 3.5 -4.1 -3.8 -0.4227
C -0.18854 -0.24312 -0.29177 -4.4 5.4 4.9 0.5789
N -1.11034 -1.14874 -0.64152 0.3 -1.3 -0.4 -0.8367
N -1.05445 0.75078 0.83323 -0.2 -2.4 -1.3 -0.7380
C -0.35260 1.42392 1.90637 0.5 0.0 -0.3 -0.4130
H 0.91316 -0.94995 -2.56018 -0.1 0.0 0.2 0.1957
H 2.46530 -0.40488 -1.86692 0.0 -0.3 -0.2 0.2190
H 1.68875 -1.85400 -1.16775 -0.2 0.2 0.2 0.1914
H -1.83352 -1.23324 0.06354 0.2 0.0 -0.1 0.4283
H -0.76171 -2.01019 -1.03508 -0.2 -0.1 -0.1 0.3905
H -1.62380 1.40434 0.30286 0.3 -0.1 -0.1 0.3522
H 0.29164 2.23945 1.55589 0.1 0.0 0.1 0.1709
H -1.07073 1.85420 2.61820 0.0 -0.2 -0.2 0.1943
H 0.26602 0.70969 2.45887 -0.1 0.1 -0.1 0.1916

=====

No. 5
15
Properties=species:S:1:pos:R:3:forces:R:3:nbo_charge:R:1 method="wB97M-V/def2-TZVPD" smiles="CN(C)/C=N/N" max_force_ev_per_a=3.0 e_tot_ha=-283.89606 homo_lumo_gap_ha=0.3484 homo_ev=-8.47 e_above_lowest_ev=2.3687
C -0.79380 -1.44862 0.33733 1.0 -1.8 1.2 -0.4334
N 0.10300 -0.63758 -0.42747 0.7 0.8 -0.2 -0.4208
C 1.38624 -1.16407 -0.92104 -1.3 -2.5 0.9 -0.3990
C 0.07437 0.67631 -0.10497 -1.2 2.2 0.0 0.2593
N -0.79576 1.24613 0.71124 1.9 -1.4 -1.2 -0.4134
N -0.64180 2.66812 0.54304 -0.5 1.8 1.9 -0.7022
H -0.51687 -1.42425 1.40734 0.5 -0.4 -0.1 0.1893
H -1.72101 -0.94247 0.46013 -1.2 0.0 -0.9 0.2400
H -0.79717 -2.53914 0.01838 -0.3 1.6 0.1 0.2065
H 1.91675 -1.64532 -0.01252 -0.6 0.3 -1.7 0.1908
H 1.14237 -1.90038 -1.78899 0.8 1.0 1.7 0.2064
H 2.01305 -0.38277 -1.27154 0.3 0.8 -0.4 0.2126
H 0.72668 1.36590 -0.71182 -0.4 -0.8 0.7 0.1747
H -0.51620 3.15078 1.52006 -0.4 -1.5 -2.2 0.3432
H -1.57984 2.97737 0.24083 0.7 0.0 0.3 0.3460

=====

No. 6
15
Properties=species:S:1:pos:R:3:forces:R:3:nbo_charge:R:1 method="wB97M-V/def2-TZVPD" max_force_ev_per_a=2.0 e_tot_ha=-283.94739 homo_lumo_gap_ha=0.3408 homo_ev=-8.35 e_above_lowest_ev=0.9718
H -2.27686 1.28850 -0.96751 -0.2 1.1 -0.1 0.3426
N -1.35165 1.35977 -1.37269 1.0 -1.6 -0.1 -0.8248
C -0.47328 1.21211 -0.43820 -0.3 -0.4 0.5 0.6129
N -0.66704 1.66759 0.83445 0.4 -0.5 0.0 -0.8381
N 0.77302 0.56514 -0.60354 -0.3 1.6 -1.1 -0.6540
C 1.10699 -0.56243 0.25089 -1.9 -0.6 0.2 -0.2076
C 0.29265 -1.88818 0.00306 1.0 0.5 -0.3 -0.6375
H 0.08883 1.62324 1.49350 -0.3 0.0 0.2 0.3947
H -1.60381 1.87511 1.09497 -0.2 0.3 0.5 0.3938
H 0.88081 0.50199 -1.60459 0.4 -0.7 -0.1 0.3921
H 0.72009 -0.24726 1.22249 0.9 -0.1 0.2 0.1871
H 2.16228 -0.79143 0.24196 0.3 0.4 0.2 0.2027
H -0.09001 -2.24137 0.95875 -0.2 -0.1 -0.1 0.2069
H 0.93883 -2.67334 -0.40358 -0.2 0.1 0.0 0.2062
H -0.50084 -1.68947 -0.70995 -0.3 -0.1 0.1 0.2230

=====

No. 7
15
Properties=species:S:1:pos:R:3:forces:R:3:nbo_charge:R:1 method="wB97M-V/def2-TZVPD" smiles="[H]/N=C/N.C=CN" max_force_ev_per_a=1.5 e_tot_ha=-283.92636 homo_lumo_gap_ha=0.3518 homo_ev=-8.71 e_above_lowest_ev=1.5443
H 0.00526 1.10816 2.58924 0.1 -0.8 -0.1 0.3598
N 0.92776 0.85991 2.24407 -0.1 1.5 0.2 -0.7310
C 1.24945 -0.31930 1.98567 0.8 -0.5 -0.4 0.2799
N 2.53747 -0.61247 1.55249 -0.9 0.0 0.3 -0.8238
H 0.64538 -1.22928 2.05144 -0.2 0.1 0.2 0.1373
H 2.60519 -1.52526 1.13957 0.5 0.1 -0.3 0.3792
H 3.08866 0.16643 1.20190 -0.2 -0.5 0.1 0.3992
C -1.34891 1.22858 -2.19578 -0.7 1.1 -0.1 -0.4823
C -1.96434 0.05193 -2.21601 0.9 -0.7 0.8 -0.0023
N -1.56797 -1.00066 -1.35709 -0.1 -0.2 0.0 -0.8418
H -0.46460 1.45615 -1.61244 0.0 -0.5 0.2 0.1970
H -1.77048 2.13844 -2.61341 -0.1 -0.4 -0.5 0.2006
H -2.79883 -0.30008 -2.80792 -0.1 0.8 -0.4 0.1912
H -1.01422 -0.72061 -0.55852 0.2 0.0 -0.3 0.3687
H -1.19223 -1.80141 -1.84901 -0.1 0.0 0.3 0.3681

=====

No. 8
16
Properties=species:S:1:pos:R:3:forces:R:3:nbo_charge:R:1 method="wB97M-V/def2-TZVPD" max_force_ev_per_a=3.6 e_tot_ha=-359.15244 homo_lumo_gap_ha=0.3263 homo_ev=-8.80 e_above_lowest_ev=2.5036
H 1.03319 -2.72631 0.34139 0.1 0.1 -0.1 0.3275
N 0.16038 -2.20169 0.33019 0.0 -0.9 0.1 -0.7524
C 0.22470 -1.09628 -0.26877 -2.8 2.0 1.0 0.4411
N 1.20971 -0.45662 -0.91847 0.7 2.5 -0.4 -0.8748
C -1.23521 -0.22291 -0.27586 1.7 -2.1 -0.8 -0.2913
N -1.31237 0.92967 -1.11446 0.0 0.5 0.0 -0.8355
H 1.25021 0.62305 -0.68692 0.2 -3.1 -0.9 0.4349
H 2.08224 -0.94887 -1.05306 0.0 0.2 0.2 0.3837
H -1.84599 -1.01707 -0.70722 -0.3 0.1 0.0 0.2208
H -1.66110 -0.06016 0.71263 0.4 0.1 0.1 0.2002
H -0.81356 1.72916 -0.74022 0.0 -0.1 -0.1 0.3626
H -0.95026 0.74188 -2.04181 -0.1 0.0 0.1 0.3669
C 0.44742 1.15721 1.61015 1.1 1.0 -0.9 0.2983
O 0.97323 1.70184 0.64209 -1.0 -0.2 1.8 -0.5608
H -0.42968 1.59285 2.10165 -0.1 0.1 -0.1 0.1328
H 0.86710 0.25424 2.06868 0.0 -0.1 -0.2 0.1462

=====

No. 9
16
Properties=species:S:1:pos:R:3:forces:R:3:nbo_charge:R:1 method="wB97M-V/def2-TZVPD" max_force_ev_per_a=1.3 e_tot_ha=-359.10087 homo_lumo_gap_ha="0.3249 / 0.3250" homo_ev="-8.18 / -8.18" e_above_lowest_ev=3.9069
C -0.71032 0.57231 0.53820 0.9 -0.6 0.1 0.0175
C -1.59155 -0.30083 -0.30442 0.0 0.0 0.0 -0.6720
N -0.17913 0.09082 1.69811 -0.1 0.2 0.2 -0.3604
C 1.22478 0.50652 -0.42150 -0.6 0.8 -0.1 0.4782
N 0.61385 -1.02216 1.62743 0.2 0.6 -1.0 -0.5762
N 1.17546 0.21956 -1.75833 0.1 0.0 0.0 -0.8535
O 1.90990 1.41092 0.02255 0.0 -0.3 0.0 -0.6411
H 0.27961 0.80584 2.25274 -0.1 -0.1 -0.1 0.3901
H -0.99301 1.61958 0.59618 0.1 0.0 -0.1 0.2130
H 0.03938 -1.78599 1.27293 0.0 0.0 0.0 0.3306
H 1.15114 -0.61290 0.50691 -0.6 -0.7 1.0 0.2245
H 0.72364 -0.61776 -2.08311 0.1 0.0 0.0 0.3864
H 1.83893 0.67051 -2.37409 0.0 -0.1 0.1 0.3928
H -2.56621 -0.44081 0.17592 0.1 0.0 0.0 0.2279
H -1.16078 -1.28736 -0.47752 0.0 0.0 0.0 0.2079
H -1.75569 0.17176 -1.27199 0.0 0.0 0.0 0.2343

=====

No. 10
16
Properties=species:S:1:pos:R:3:forces:R:3:nbo_charge:R:1 method="wB97M-V/def2-TZVPD" max_force_ev_per_a=3.5 e_tot_ha=-359.08136 homo_lumo_gap_ha=0.2835 homo_ev=-7.92 e_above_lowest_ev=4.4376
C 0.88510 -1.40937 -0.85836 -0.4 -0.1 -0.7 -0.6417
C -0.44100 -0.95094 -0.26707 1.3 1.0 3.1 0.3380
O -1.22447 -1.61144 0.42516 -0.2 0.2 -0.8 -0.6174
H -0.97815 -0.40162 -1.35902 -0.2 1.8 -0.3 0.2806
H 1.20710 -0.75528 -1.66523 0.1 0.0 0.0 0.2245
H 0.74561 -2.41951 -1.24110 0.1 0.0 -0.1 0.2295
H 1.64243 -1.41342 -0.07435 -0.2 0.1 0.1 0.2452
C -0.20108 0.69535 0.30911 0.2 -2.1 0.1 0.3060
N -0.92234 0.85826 1.53104 0.0 0.3 -0.2 -0.8534
N 1.15141 1.15559 0.40480 0.1 0.2 0.1 -0.8488
N -0.86181 0.92198 -0.90291 -0.6 -1.2 -1.1 -0.5545
H 1.21469 1.97841 0.99728 -0.1 -0.1 0.0 0.3711
H 1.51114 1.42711 -0.50155 -0.1 -0.1 0.0 0.3746
H -1.59031 0.09119 1.62330 0.2 0.0 -0.1 0.3960
H -0.27854 0.77185 2.30995 0.0 0.0 -0.1 0.3729
H -1.85977 1.06186 -0.73105 0.0 0.0 0.0 0.3775